1.
Density functional theory data (ωB97M-V with the def2-TZVPD basis set) for a 12-piece molecular cluster, H24O12 overall.

Element x y z (Å)
O  0.33355  1.06178  4.46099
H  0.61193  1.82006  3.92870
H  1.18553  0.65784  4.67560
O  1.20842  -0.84326  -4.59218
H  2.06087  -1.19858  -4.34556
H  0.42940  -1.09633  -4.10704
O  -3.11609  -0.43306  -0.72753
H  -3.94253  -0.31760  -0.26117
H  -3.23878  -0.54558  -1.67753
O  3.37823  1.05466  2.70934
H  4.27906  1.00694  2.37523
H  2.84491  0.63204  2.01559
O  0.47892  3.40150  2.05575
H  0.33861  2.48650  1.79997
H  -0.23458  3.72869  2.60441
O  -1.84484  -2.88556  -0.99923
H  -1.62978  -3.26646  -1.84571
H  -2.07991  -1.95296  -0.87352
O  -0.01371  -4.21802  0.47124
H  -0.54379  -3.86953  -0.28054
H  -0.58965  -4.84945  0.91588
O  -1.68098  3.30841  -2.34835
H  -1.59600  4.21634  -2.03743
H  -0.73672  3.07483  -2.37685
O  -2.93320  0.51745  -3.27054
H  -3.64794  0.76140  -2.68604
H  -2.37740  1.28308  -3.46806
O  0.80324  -0.70095  1.62261
H  0.57004  -1.41200  1.01625
H  0.03782  -0.30272  2.04424
O  1.14822  2.54958  -1.53065
H  1.23555  1.69283  -1.97257
H  0.91706  2.45859  -0.59656
O  3.10266  -2.45263  2.73127
H  2.16565  -2.71421  2.79613
H  3.07627  -2.65361  1.77383

Summary:
HOMO energy, eV: -10.902
E_tot, eV: -24958.99119
Structure (SMILES): O.O.O.O.O.O.O.O.O.O.O.O
Kohn-Sham gap, eV: 10.7

Charges per atom according to natural (NBO) partitioning, unit e: O -0.958; H 0.471; H 0.485; O -0.971; H 0.487; H 0.484; O -0.970; H 0.488; H 0.493; O -0.952; H 0.469; H 0.482; O -0.949; H 0.471; H 0.481; O -1.008; H 0.488; H 0.523; O -0.984; H 0.490; H 0.469; O -0.971; H 0.473; H 0.490; O -0.970; H 0.472; H 0.507; O -0.980; H 0.490; H 0.489; O -0.964; H 0.485; H 0.488; O -0.920; H 0.466; H 0.454

2.
Density functional theory data (ωB97M-V with the def2-TZVPD basis set) for one molecule with the formula C3H3ClN2.

Element x y z (Å)
C  -1.34003  -0.17674  -0.29175
C  0.02384  -0.02366  -0.03709
C  -0.70999  2.00375  0.73146
N  -2.16273  0.77845  -0.04976
N  0.29450  1.20806  0.48858
Cl  -0.71684  3.62882  1.04740
H  -1.73166  -1.10473  -0.68803
H  0.79938  -0.76210  -0.10186
H  1.25714  1.46938  0.69474

Summary:
HOMO energy (spin up / spin down), eV: -7.648 / -7.647
E_tot, eV: -18658.24575
Kohn-Sham gap (spin up / spin down), eV: 8.0 / 8.0

Charges per atom according to natural (NBO) partitioning, unit e: C -0.073; C -0.229; C 0.152; N -0.338; N -0.476; Cl 0.099; H 0.223; H 0.215; H 0.426

| no. | F_max (eV/Å) |
| --- | --- |
| 1 | 2.06 |
| 2 | 5.42 |